(1)
Density functional theory data (wB97M-V/def2-TZVPD) for 12 unconnected molecules or ions with the total composition C43H80BF10N17O13S6.

Geometry as XYZ:
```
170
Properties=species:S:1:pos:R:3:lowdin_charge:R:1
C 0.2422 0.3778 -0.2527 -0.2869
O 0.5017 1.7237 0.0871 -0.4366
H -0.5834 -0.0105 0.3499 0.0523
H -0.0625 0.2286 -1.3312 0.0457
H 1.1151 -0.2450 -0.0758 0.0592
C -2.9274 4.6744 -0.6168 -0.0345
C -3.1772 3.1961 -0.3508 -0.1810
N -3.3097 2.4169 -1.5488 -0.0051
C -2.3631 1.4896 -2.0059 -0.0211
C -2.7089 1.1536 -3.2533 -0.0115
N -3.9299 1.8146 -3.5763 -0.0622
C -4.1980 2.5973 -2.5430 -0.0113
C -4.7030 1.5018 -4.7228 0.0016
H -2.0724 4.7302 -1.3194 0.0868
H -2.5251 5.1359 0.2590 0.0539
H -3.7681 5.2194 -1.0003 0.0736
H -4.0581 3.0250 0.2393 0.1205
H -2.3472 2.8606 0.2559 0.0990
H -1.6097 1.1387 -1.3320 0.0883
H -2.2449 0.4686 -3.9309 0.1247
H -5.0261 3.2633 -2.4519 0.1657
H -5.1821 0.5308 -4.7271 0.0992
H -4.0170 1.5077 -5.5756 0.1159
H -5.4420 2.2376 -4.9542 0.0970
C 4.6946 -2.0980 0.1249 -0.0283
C 4.8439 -0.8330 0.9395 -0.1962
N 5.5645 -0.9934 2.1808 -0.0251
C 5.4146 -1.9297 3.1795 0.0268
C 6.4159 -1.7193 4.0966 0.0201
N 7.1519 -0.6563 3.6162 -0.1013
C 6.5743 -0.1916 2.5312 -0.0529
C 8.3343 -0.0511 4.2144 0.0278
H 5.6648 -2.5679 -0.1114 0.1023
H 4.2246 -1.8458 -0.8382 0.0921
H 4.0644 -2.7549 0.7228 0.0620
H 3.8743 -0.4380 1.2109 0.0796
H 5.5257 -0.1102 0.4596 0.1196
H 4.6384 -2.6957 3.1137 0.0902
H 6.6985 -2.3053 4.9736 0.1504
H 6.9308 0.6039 1.8891 0.1631
H 9.0538 -0.7877 4.5677 0.1104
H 7.9541 0.5106 5.0422 0.0876
H 8.8556 0.5411 3.4540 0.1085
C -0.3330 4.8658 2.2343 -0.0483
C 0.2499 6.0173 1.4221 -0.1656
N 1.5420 5.6421 0.8957 -0.0350
C 2.7829 6.2773 1.0644 0.0115
C 3.7395 5.4665 0.5445 0.0199
N 3.0837 4.2591 0.0863 -0.0588
C 1.7938 4.4481 0.3512 -0.0403
C 3.6750 3.1088 -0.5051 -0.0070
H -0.5798 4.0324 1.5875 0.0553
H -1.2320 5.1670 2.7792 0.0947
H 0.4365 4.5549 2.9547 0.0906
H 0.2433 6.9014 2.0390 0.1277
H -0.2715 6.3652 0.5394 0.1224
H 2.7504 7.2495 1.4966 0.1309
H 4.8226 5.6613 0.5371 0.1386
H 1.0842 3.6918 0.0432 0.1178
H 3.1256 2.2285 -0.2035 0.0795
H 4.6748 2.9923 -0.0898 0.0967
H 3.7240 3.1723 -1.5947 0.1014
C -1.5189 -5.0840 0.9766 -0.0422
C -1.7879 -4.9977 2.4812 -0.1497
N -2.5699 -3.8393 2.8602 -0.0196
C -2.4480 -2.5534 2.2595 -0.0102
C -3.3208 -1.7411 2.8633 -0.0003
N -3.8978 -2.4376 3.9196 -0.0690
C -3.3956 -3.6958 3.8842 -0.0187
C -4.8846 -2.0404 4.9138 0.0201
H -0.9825 -4.2546 0.5337 0.0679
H -2.4853 -5.2580 0.5088 0.0673
H -0.9958 -6.0114 0.7331 0.0990
H -0.8377 -4.7565 2.9365 0.1017
H -2.2370 -5.8697 2.9601 0.1378
H -1.8444 -2.4105 1.3823 0.0968
H -3.5729 -0.6923 2.7268 0.1024
H -3.6445 -4.4636 4.5996 0.1654
H -4.8463 -0.9924 5.1385 0.0957
H -4.8296 -2.7014 5.7949 0.1073
H -5.8396 -2.2930 4.4794 0.0933
C 5.2813 0.1588 -4.2172 -0.0522
C 4.1508 0.4052 -5.2031 -0.1836
N 3.2210 1.4266 -4.8249 -0.0107
C 3.3547 2.7910 -5.1551 0.0164
C 2.3005 3.4267 -4.6659 -0.0318
N 1.5957 2.5068 -3.9447 -0.0712
C 2.2012 1.3421 -4.0444 -0.0680
C 0.3087 2.8006 -3.3514 0.0120
H 5.8355 1.0689 -4.0315 0.0646
H 5.9595 -0.6331 -4.6019 0.1061
H 4.9539 -0.1823 -3.2416 0.0570
H 3.6053 -0.5334 -5.3618 0.0881
H 4.6516 0.6530 -6.1298 0.1348
H 4.1321 3.0937 -5.8503 0.1446
H 1.9059 4.4250 -4.7438 0.1382
H 1.8718 0.4153 -3.6103 0.1695
H -0.5448 2.9955 -3.9655 0.0935
H 0.4380 3.4320 -2.4573 0.0938
H 0.0754 1.8306 -2.8793 0.0750
C 4.4133 1.0519 6.2221 -0.0557
C 4.1569 2.3360 5.3994 -0.1577
N 3.0826 2.0960 4.4457 -0.0523
C 3.2507 2.2127 3.0182 -0.0126
C 2.1294 1.7537 2.4259 0.0214
N 1.2169 1.4667 3.5582 -0.0566
C 1.8528 1.6581 4.7010 -0.0320
C -0.1053 1.0192 3.3074 -0.0141
H 3.7536 0.9272 7.0672 0.0767
H 5.4049 1.0400 6.6795 0.0761
H 4.3568 0.2191 5.5129 0.0706
H 5.0693 2.5483 4.8252 0.1211
H 3.8718 3.1253 6.0699 0.1194
H 4.1546 2.5600 2.5670 0.1035
H 1.6213 1.5652 1.4332 0.0826
H 1.4659 1.4376 5.6711 0.1732
H -0.2561 -0.0634 3.3329 0.0838
H -0.4391 1.4735 2.3683 0.0820
H -0.7753 1.4968 4.0463 0.1118
C -9.5492 -3.5265 -1.9108 -0.0535
C -8.9751 -2.2207 -2.5349 -0.1695
N -7.5574 -2.0935 -2.3178 -0.0503
C -6.5172 -2.5943 -3.1460 0.0348
C -5.3736 -2.2140 -2.5877 -0.0365
N -5.6506 -1.5247 -1.4497 -0.0535
C -6.9685 -1.5094 -1.2617 -0.0087
C -4.7015 -0.8727 -0.5693 0.0246
H -9.3286 -4.4001 -2.5177 0.0767
H -10.6131 -3.3599 -1.7064 0.0854
H -9.0357 -3.7561 -0.9571 0.0816
H -9.3839 -1.3479 -2.0122 0.1268
H -9.3355 -2.2484 -3.5407 0.1208
H -6.8785 -3.1569 -3.9781 0.1407
H -4.3612 -2.4080 -2.8640 0.0857
H -7.4098 -1.0238 -0.3755 0.1830
H -4.2537 -1.6588 0.0445 0.0950
H -5.0704 -0.0347 0.0115 0.0982
H -3.8911 -0.3901 -1.0806 0.0676
B -3.3921 1.6772 2.5740 -1.1546
F -4.7498 1.3941 2.2839 0.0916
F -2.6360 1.0918 1.4695 0.0407
F -3.0982 3.0560 2.7279 0.1039
F -3.0122 0.9899 3.7996 0.0425
N 1.4946 -2.4460 -7.0171 -0.3139
S 3.0083 -2.8735 -7.4196 0.4913
O 3.2255 -4.3061 -7.2404 -0.2945
O 3.9910 -1.9574 -6.8641 -0.3324
F 2.9841 -2.6373 -8.8744 -0.0972
S 0.9797 -1.8415 -5.6247 0.4100
O 1.2653 -0.4640 -5.5609 -0.3033
O 1.3011 -2.7208 -4.5772 -0.2467
F -0.4958 -1.9263 -5.8927 -0.1129
N 2.3983 -3.4676 3.4615 -0.3326
S 2.9649 -4.8716 3.1734 0.4488
O 4.1925 -4.6138 2.4009 -0.3220
O 1.9220 -5.6325 2.5647 -0.2536
F 3.3282 -5.3342 4.5042 -0.0538
S 1.6066 -2.1308 3.1982 0.6501
O 0.1526 -2.3866 3.2009 -0.2977
O 2.3569 -1.3313 2.2538 -0.3072
F 1.8173 -1.2605 4.6464 -0.2398
N -2.7679 -3.5436 -2.3922 -0.3299
S -1.6727 -2.5545 -2.1325 0.5092
O -1.9147 -1.2829 -2.7747 -0.3281
O -0.3364 -3.0328 -2.1006 -0.2505
F -2.0134 -2.1391 -0.5011 -0.2826
S -3.0237 -5.1109 -2.9052 0.5617
O -2.7736 -5.9725 -1.8818 -0.2056
O -2.5838 -5.1762 -4.2247 -0.2051
F -4.6424 -4.9241 -3.0163 -0.1987
```

Summary:
Molar mass (u): 1436.4
Total charge: +2
Kohn-Sham gap (eV): 6.60
LUMO energy (eV): -4.05
E_HOMO (eV): -10.65


(2)
Density functional theory data (wB97M-V/def2-TZVPD) for a molecular structure, C55H56Cl2FGeIrNO5PS.

Geometry as XYZ:
```
124
Properties=species:S:1:pos:R:3:lowdin_charge:R:1
Ir -0.7799 0.7187 0.8145 1.0405
C 1.8944 -5.9269 -1.6698 -0.0314
C 2.4388 -5.4624 -0.3348 -0.2832
C 3.9544 -5.5368 -0.2423 -0.1306
C 4.3892 -5.2823 1.1929 -0.1153
C 3.7239 -4.0508 1.7578 -0.1197
C 4.2351 -3.4268 2.8711 0.0708
C 3.6551 -2.2576 3.3640 -0.2461
F 4.2045 -1.6943 4.4457 0.0923
C 2.5787 -1.6684 2.7691 0.0953
C 2.0381 -2.2891 1.6304 -0.0347
C 0.9379 -1.6852 0.9213 -0.2227
O 0.3413 -0.7213 1.5373 -0.2928
C 0.6191 -2.1775 -0.3377 -0.0194
C 1.1506 -3.3983 -0.7186 0.0516
N 2.0306 -4.0707 0.0034 0.0582
C 2.5922 -3.4788 1.1386 -0.0618
C -0.2684 -1.4696 -1.2987 -0.6285
O -0.5823 -1.9914 -2.3521 0.0754
O -0.6474 -0.2772 -0.9619 -0.2250
H 2.2530 -6.9404 -1.8431 0.0967
H 2.2479 -5.3004 -2.4901 0.0826
H 0.8056 -5.9562 -1.6914 0.0928
H 2.0213 -6.0930 0.4573 0.1645
H 4.3884 -4.7903 -0.9132 0.1151
H 4.2876 -6.5187 -0.5762 0.1293
H 5.4707 -5.1599 1.2540 0.1281
H 4.1337 -6.1464 1.8125 0.1329
H 5.1120 -3.8243 3.3666 0.1411
H 2.1608 -0.7445 3.1449 0.1316
H 0.8062 -3.8267 -1.6474 0.1378
Cl -1.1009 3.2722 0.6331 0.8837
C -0.9438 3.8973 2.2571 -0.5792
C -1.1462 5.2450 2.4544 -0.0697
C -0.9999 5.7356 3.7465 -0.0399
C -0.6755 4.8891 4.7968 -0.0782
C -0.4932 3.5364 4.5639 -0.6489
Cl -0.0923 2.4997 5.8865 0.7307
C -0.6250 3.0102 3.2771 -0.6190
S -0.3523 1.3335 2.9421 0.9017
H -1.4049 5.8906 1.6274 0.1189
H -1.1377 6.7913 3.9337 0.1195
H -0.5591 5.2712 5.8007 0.1158
O 1.8002 2.0652 2.1939 -0.0532
C 1.9246 1.9954 0.9614 -0.6184
O 1.1111 1.4111 0.1693 -0.2224
C 3.1475 2.6816 0.3775 -0.1264
C 3.3250 2.7219 -1.1470 -0.2300
Ge 2.0265 1.8745 -2.3302 0.9942
C 0.2932 2.7381 -2.4951 -0.3014
C 0.2675 4.1277 -2.3646 -0.1364
C -0.9020 4.8491 -2.5611 -0.0992
C -2.0754 4.1878 -2.8899 -0.0932
C -2.0671 2.8058 -3.0247 -0.0901
C -0.8947 2.0846 -2.8257 -0.1080
C 2.4391 -0.0277 -2.4112 -0.2550
C 3.3746 -0.5401 -1.5094 -0.0986
C 3.9242 -1.8029 -1.6819 -0.0905
C 3.5095 -2.5919 -2.7456 -0.1057
C 2.5492 -2.1138 -3.6269 -0.0687
C 2.0327 -0.8356 -3.4701 -0.0885
C 2.7747 2.3545 -4.0983 -0.2543
C 2.0293 2.9311 -5.1275 -0.0976
C 2.5825 3.1794 -6.3788 -0.0872
C 3.9044 2.8566 -6.6317 -0.0928
C 4.6722 2.2849 -5.6257 -0.0882
C 4.1083 2.0356 -4.3860 -0.1113
H 3.9951 2.1866 0.8570 0.1248
H 3.1143 3.6857 0.8027 0.1256
H 4.2712 2.2496 -1.4107 0.0654
H 3.3960 3.7553 -1.4868 0.0739
H 1.1809 4.6660 -2.1320 0.1055
H -0.8947 5.9280 -2.4676 0.1052
H -2.9880 4.7464 -3.0552 0.1046
H -2.9749 2.2884 -3.3119 0.1055
H -0.9053 1.0108 -2.9544 0.0926
H 3.7119 0.0653 -0.6741 0.0987
H 4.6825 -2.1606 -0.9941 0.1042
H 3.9454 -3.5722 -2.9020 0.0955
H 2.2155 -2.7294 -4.4523 0.1128
H 1.3240 -0.4606 -4.1988 0.1182
H 0.9919 3.1974 -4.9608 0.0908
H 1.9771 3.6237 -7.1586 0.1019
H 4.3348 3.0412 -7.6074 0.1018
H 5.7063 2.0269 -5.8153 0.1016
H 4.7249 1.5671 -3.6242 0.0945
C -5.1816 -1.8308 0.5296 -0.0753
C -3.8574 -1.2220 0.0434 -0.6368
C -4.0419 -0.4959 -1.2928 -0.0656
C -2.9360 -2.4188 -0.1689 -0.0725
P -3.0495 -0.0404 1.2760 1.0898
C -3.0932 -1.0010 2.8487 -0.3275
C -1.9324 -1.4647 3.4624 -0.1160
C -1.9799 -2.1854 4.6494 -0.0600
C -3.1926 -2.4641 5.2506 -0.0655
C -4.3627 -2.0288 4.6473 -0.0578
C -4.3133 -1.3123 3.4640 -0.1009
C -4.2244 1.4498 1.5058 -0.6257
C -3.7864 2.1495 2.7879 -0.0918
C -5.7279 1.1877 1.6595 -0.0825
C -4.1083 2.3635 0.2648 -0.1270
H -5.5729 -2.4174 -0.3051 0.0992
H -5.9470 -1.1227 0.8117 0.0533
H -5.0199 -2.5166 1.3576 0.0801
H -4.3223 -1.2314 -2.0499 0.1024
H -3.1121 -0.0260 -1.6206 0.0686
H -4.8266 0.2559 -1.2526 0.0675
H -3.4921 -3.1861 -0.7120 0.1045
H -2.5973 -2.8585 0.7739 0.0928
H -2.0963 -2.1492 -0.7780 0.0337
H -0.9718 -1.2821 3.0184 0.0447
H -1.0568 -2.5235 5.1024 0.1105
H -3.2318 -3.0209 6.1773 0.1109
H -5.3220 -2.2521 5.0953 0.1127
H -5.2443 -1.0029 3.0258 0.0746
H -4.0049 1.5415 3.6674 0.0936
H -4.3289 3.0939 2.8803 0.1049
H -2.7348 2.3660 2.7981 0.0014
H -5.9888 0.6149 2.5435 0.0701
H -6.1675 0.7258 0.7824 0.0677
H -6.1967 2.1692 1.7700 0.1020
H -4.9025 2.1371 -0.4431 0.0734
H -4.2234 3.4065 0.5678 0.0927
H -3.1802 2.2792 -0.2862 -0.0068
```

Summary:
Spin multiplicity: 2
Molar mass (u): 1228.8
Energy relative to the best compared isomer or geometry (same formula, charge and spin) (kcal/mol): 33.7
Total charge: +1
Kohn-Sham gap (spin up / spin down) (eV): 7.41 / 6.07
LUMO energy (spin up / spin down) (eV): -2.93 / -4.27
E_HOMO (spin up / spin down) (eV): -10.34 / -10.34
Expectation value of S²: 0.762